1.
The following is a quantum chemistry calculation of a gas-phase ion, C3H10NS (charge +1) at a distorted geometry, from OMol25.

```
15
Properties=species:S:1:pos:R:3:forces:R:3
C -1.801 0.714 -0.085 0.2865 2.1051 -2.0407
N -1.684 0.980 -1.473 -0.4479 -1.3671 1.8851
H -1.855 1.704 0.336 -0.1800 -0.0690 0.9587
H -2.550 0.005 0.332 0.9817 0.0732 -0.4635
H -1.979 0.258 -2.097 -0.0856 -0.3309 -0.3274
H -1.971 1.896 -1.761 0.1930 0.3185 -0.0285
C 0.693 -1.395 -0.722 1.0038 1.9059 2.0201
S -0.101 -0.022 0.733 2.6283 -2.8076 -0.4744
C 1.882 0.211 1.743 0.3877 0.0312 -1.0665
H 1.227 -2.016 -0.011 0.0842 0.0102 0.0516
H 1.424 -0.916 -1.416 -1.0988 -0.0095 0.6192
H -0.070 -1.994 -1.153 -0.9950 0.0939 -0.4068
H 2.212 0.898 2.522 -1.6417 0.5763 0.2378
H 2.029 -0.796 2.126 -0.6964 -0.1456 -0.4211
H 2.544 0.473 0.925 -0.4198 -0.3846 -0.5435
```
Positions in Å, forces in eV/Å.

Values from the calculation:
Orbital gap = 8.24 eV
Highest occupied orbital energy = -14.05 eV
Energy above the lowest of the compared OMol25 structures with the same formula, charge and spin = 92.8 kcal/mol
LUMO energy = -5.81 eV
Charge = +1

2.
The following is a quantum chemistry calculation of 2 unconnected molecules or ions with the total composition C3H10NSi at a distorted geometry, from OMol25.

```
15
Properties=species:S:1:pos:R:3:forces:R:3
C 0.142 -0.831 -0.267 -0.9237 -4.0564 -0.9083
C 0.433 0.485 -0.421 -1.7686 3.1618 0.1374
C 1.316 1.252 0.307 1.0917 -2.8194 1.9357
N 1.654 2.625 -0.041 -1.0075 -0.2558 0.9450
Si -2.433 -2.712 0.389 -0.9252 -1.0228 -3.6480
H 0.442 -1.505 0.539 0.6170 0.6005 -0.1930
H -0.332 -1.453 -1.109 0.6348 1.4733 1.1949
H -0.395 1.022 -0.985 1.5738 -0.3632 -0.3220
H 1.927 0.741 1.105 -0.4414 1.0041 -1.0772
H 2.579 2.696 -0.466 -0.2371 0.2538 -0.4703
H 1.584 3.313 0.730 0.1835 -0.5221 -0.1334
H 0.841 2.785 -0.620 0.2611 1.1359 -1.2124
H -1.923 -3.930 0.959 0.2376 -0.1679 0.6877
H -2.635 -1.426 0.921 -0.3817 0.8723 0.9103
H -3.201 -3.063 -1.041 1.0855 0.7059 2.1535
```
Positions in Å, forces in eV/Å.

Values from the calculation:
Orbital gap (spin up / spin down) = 8.48 / 5.16 eV
Highest occupied orbital energy (spin up / spin down) = -12.16 / -10.20 eV
Energy above the lowest of the compared OMol25 structures with the same formula, charge and spin = 102.7 kcal/mol
LUMO energy (spin up / spin down) = -3.68 / -5.04 eV
Charge = +1

3.
The following is a quantum chemistry calculation of 2 unconnected molecules or ions with the total composition C3H10O, from OMol25.

```
14
Properties=species:S:1:pos:R:3:forces:R:3
C 1.304 1.623 0.173 -0.1471 0.6696 0.1754
C 1.124 0.967 1.532 -0.4025 -0.3080 0.3596
H 1.675 2.646 0.267 0.0397 -0.0274 0.0841
H 2.009 1.090 -0.455 0.0099 -0.1496 -0.1397
H 0.337 1.706 -0.328 0.2062 -0.2681 -0.1412
H 1.100 -0.124 1.431 0.3498 0.1100 0.1387
H 0.159 1.207 1.966 -0.3119 0.2283 -0.0681
H 1.829 1.272 2.312 0.2999 -0.2327 -0.3921
C -1.473 -1.686 -1.320 -0.1504 0.5751 0.3780
O -0.932 -0.761 -0.381 0.2126 -0.0531 0.1905
H -0.699 -1.224 0.428 -0.0969 0.0446 -0.0385
H -1.105 -2.695 -1.145 0.0735 -0.0840 -0.2137
H -1.173 -1.305 -2.295 -0.1150 -0.3381 -0.1146
H -2.564 -1.675 -1.230 0.0324 -0.1666 -0.2183
```
Positions in Å, forces in eV/Å.

Values from the calculation:
Orbital gap = 11.36 eV
Highest occupied orbital energy = -10.41 eV
Energy above the lowest of the compared OMol25 structures with the same formula, charge and spin = 14.8 kcal/mol
LUMO energy = 0.95 eV

4.
The following is a quantum chemistry calculation of 2 unconnected molecules or ions with the total composition C3H10O at a distorted geometry, from OMol25.

```
14
Properties=species:S:1:pos:R:3:forces:R:3
C 2.496 -1.392 -2.063 2.7830 -0.1623 4.2935
C 1.638 -1.467 -0.673 -1.2927 0.7745 0.4198
H 3.125 -0.466 -1.935 -1.0584 -0.4339 -1.0269
H 3.347 -2.151 -1.877 -1.4367 0.6730 -0.8514
H 1.995 -1.554 -3.011 -0.1862 0.2117 0.3021
H 1.956 -0.915 0.399 -0.1829 -1.1243 -3.4251
H 1.481 -2.521 -0.366 0.0869 0.5245 -0.3141
H 0.599 -1.058 -0.921 1.2836 -0.4613 0.6032
C -2.955 1.567 1.789 0.5338 1.4124 -1.6979
O -1.898 2.626 1.878 -1.2240 -1.0074 -0.3837
H -2.536 0.664 1.316 0.2854 0.4892 0.1165
H -3.786 1.904 1.020 1.1950 -0.6059 2.1953
H -3.187 1.275 2.818 -0.7972 0.3755 -0.3860
H -2.274 3.486 1.627 0.0104 -0.6658 0.1547
```
Positions in Å, forces in eV/Å.

Values from the calculation:
Orbital gap = 11.39 eV
Highest occupied orbital energy = -10.47 eV
Energy above the lowest of the compared OMol25 structures with the same formula, charge and spin = 44.9 kcal/mol
LUMO energy = 0.92 eV

5.
The following is a quantum chemistry calculation of 2 unconnected molecules or ions with the total composition C3H10O at a distorted geometry, from OMol25.

```
14
Properties=species:S:1:pos:R:3:forces:R:3
C -0.954 0.440 0.955 0.0490 -0.2972 -0.3563
C 0.135 -0.506 -1.198 0.6339 0.9986 -0.9967
C -0.715 0.604 -0.573 -0.9261 -0.0707 1.2777
H -1.780 1.054 1.353 0.3553 -0.2262 -0.2456
H -0.030 0.700 1.499 -0.7019 0.1516 -0.0626
H -1.184 -0.622 1.141 -0.0853 0.3019 0.2146
H 0.201 -0.108 -2.224 0.4525 -0.8082 -0.0162
H -0.252 -1.538 -1.245 -0.3411 0.5965 0.2808
H 1.149 -0.530 -0.764 -0.7543 0.0966 -0.6756
H -0.273 1.613 -0.688 0.0154 -0.6368 -0.4276
H -1.689 0.602 -1.098 0.3651 0.1546 0.2868
O 1.943 -0.217 1.072 0.1633 -1.1792 0.0996
H 1.036 -0.574 1.204 1.1647 0.2142 -0.0991
H 2.414 -0.917 0.566 -0.3905 0.7043 0.7202
```
Positions in Å, forces in eV/Å.

Values from the calculation:
Orbital gap = 11.91 eV
Highest occupied orbital energy = -10.92 eV
Energy above the lowest of the compared OMol25 structures with the same formula, charge and spin = 12.4 kcal/mol
LUMO energy = 0.99 eV

6.
The following is a quantum chemistry calculation of 2 unconnected molecules or ions with the total composition C3H10O2 at a distorted geometry, from OMol25.

```
15
Properties=species:S:1:pos:R:3:forces:R:3
C -0.786 -0.807 0.060 -1.5348 4.1432 -5.2590
C 0.207 0.371 -0.303 -0.0002 -0.7262 -1.9885
C -0.437 1.788 -0.463 -2.3864 -1.3020 -0.5481
O 1.109 0.019 -1.467 -1.1859 -1.1045 0.2694
H -1.196 -1.249 -0.885 0.7581 0.1505 0.5185
H -1.687 -0.406 0.459 -0.5301 0.4928 0.9795
H -0.395 -1.521 0.608 1.6034 -3.1765 1.8775
H 1.087 0.323 0.304 -0.5133 0.8460 1.9956
H -1.399 1.955 0.101 1.3451 -0.4764 0.3465
H -0.868 2.147 -1.446 1.2289 -1.0982 0.3399
H 0.317 2.427 -0.158 1.0958 1.8670 0.5935
H 1.240 0.678 -2.141 -0.5202 0.7068 -0.0758
H 1.656 -1.746 1.433 -0.8574 -0.2290 0.4218
H 0.149 -1.800 1.878 -0.1603 0.4126 0.2158
O 1.004 -2.179 2.020 1.6571 -0.5062 0.3135
```
Positions in Å, forces in eV/Å.

Values from the calculation:
Orbital gap = 11.07 eV
Highest occupied orbital energy = -10.21 eV
Energy above the lowest of the compared OMol25 structures with the same formula, charge and spin = 43.3 kcal/mol
LUMO energy = 0.86 eV

7.
The following is a quantum chemistry calculation of 2 unconnected molecules or ions with the total composition C3H10O2 at a distorted geometry, from OMol25.

```
15
Properties=species:S:1:pos:R:3:forces:R:3
C 10.439 12.008 20.996 -0.6821 -1.4787 -0.1281
O 9.456 13.036 21.000 0.6226 0.1213 0.1047
H 11.211 12.058 21.765 -0.0807 0.8130 -0.0259
H 9.956 11.051 21.193 -0.1655 -0.1904 0.2228
H 10.888 11.815 20.022 0.2101 0.6833 -0.1686
H 8.591 12.619 20.986 0.0950 0.0521 -0.0044
C 3.007 14.858 25.755 1.6100 0.3952 -0.1209
C 2.941 16.405 25.735 -1.1425 -2.4419 0.4028
O 1.963 16.762 24.759 0.6952 0.6753 0.5059
H 3.535 14.545 26.656 -0.1228 0.0123 0.2692
H 3.705 14.563 24.971 -0.3432 -0.3113 -0.3524
H 2.088 14.276 25.689 -0.1581 0.5897 -0.1023
H 3.933 16.813 25.541 -0.0424 0.1429 -0.0734
H 2.596 16.659 26.737 0.0398 0.6561 0.0440
H 1.889 17.704 24.925 -0.5353 0.2812 -0.5733
```
Positions in Å, forces in eV/Å.

Values from the calculation:
Orbital gap = 11.38 eV
Highest occupied orbital energy = -10.44 eV
Energy above the lowest of the compared OMol25 structures with the same formula, charge and spin = 27.8 kcal/mol
LUMO energy = 0.95 eV

8.
The following is a quantum chemistry calculation of 2 unconnected molecules or ions with the total composition C3H10O2S2 at a distorted geometry, from OMol25.

```
17
Properties=species:S:1:pos:R:3:forces:R:3
C 0.598 -0.305 1.753 -0.0688 -1.2849 0.0740
C 0.025 -1.692 1.077 -0.7781 2.2120 1.8784
O -0.220 -1.557 -0.305 -2.3400 1.5889 0.7599
C 0.562 0.920 0.764 1.7514 -0.1827 -0.0791
S -1.068 1.449 0.060 0.4684 0.7946 0.8021
S -0.563 3.210 -0.998 -0.3857 -1.8602 -0.9070
H 0.094 -0.179 2.755 0.0371 0.3402 -1.2560
H 1.673 -0.454 2.093 -1.0557 0.2382 -0.8965
H -0.898 -1.968 1.627 -0.0372 0.5007 -0.4236
H 0.620 -2.509 1.371 1.4433 -0.9358 -0.5491
H -1.030 -0.899 -0.244 2.2680 -1.7891 -1.0815
H 1.128 1.755 1.286 -1.0669 -0.6911 -0.7862
H 1.163 0.632 -0.154 -0.5265 0.2978 1.2122
H -0.668 2.581 -2.256 0.2275 0.7753 1.2298
H -0.815 -0.959 -2.723 -0.4765 -0.8655 0.3455
H 0.162 0.097 -2.942 -0.5101 0.2227 -0.3225
O -0.762 -0.121 -3.166 1.0498 0.6389 -0.0004
```
Positions in Å, forces in eV/Å.

Values from the calculation:
Orbital gap = 9.23 eV
Highest occupied orbital energy = -9.06 eV
Energy above the lowest of the compared OMol25 structures with the same formula, charge and spin = 25.0 kcal/mol
LUMO energy = 0.18 eV

The E_tot results, record by record, are as follows: -15588.07863, -12628.39414, -5319.97308, -5318.66536, -5320.07314, -7366.20027, -7366.87178, -29037.44864 eV.